Entry 1:
This record from the Open Molecules 2025 dataset describes a molecular structure, C13H11KN4S3. The level of theory is ωB97M-V with the def2-TZVPD basis set.

The geometry in ORCA input format:
```
! RIJCOSX wB97M-V def2-TZVPD def2/J DEFGRID3
* xyz -2 1
K -0.46 0.49 0.93
S -3.51 1.12 1.07
C -4.23 -0.43 1.21
C -5.59 -0.34 1.51
N -6.71 -0.16 1.74
C -3.66 -1.69 1.06
S -2.04 -2.07 0.58
C -4.43 -2.82 1.35
N -4.99 -3.80 1.61
S -1.17 -0.40 -3.87
C -0.73 1.27 -4.05
C -0.72 1.88 -2.83
N -1.04 1.08 -1.79
C -1.29 -0.12 -2.16
H -0.52 1.67 -5.01
H -0.49 2.91 -2.65
H -1.58 -0.93 -1.50
C 1.86 -1.30 2.68
C 2.64 -0.54 1.65
C 3.94 -0.75 1.24
C 4.19 0.20 0.23
C 3.02 0.92 0.09
C 2.73 2.04 -0.86
N 2.07 0.47 0.96
H 2.51 -2.02 3.18
H 1.03 -1.85 2.22
H 1.44 -0.63 3.43
H 4.64 -1.48 1.62
H 5.11 0.32 -0.32
H 3.66 2.44 -1.24
H 2.17 2.83 -0.37
H 2.13 1.69 -1.71
*
```

The calculation puts the orbital gap at 4.653 eV. For the HOMO energy, the calculation gives -0.63 eV. For the LUMO energy, the calculation gives 0.1480 Ha. The total energy comes out at -2515.5691 Eh.

Entry 2:
This record from the Open Molecules 2025 dataset describes a single C9H18N2O2 molecule. The level of theory is ωB97M-V with the def2-TZVPD basis set.

The geometry in ORCA input format:
```
! RIJCOSX wB97M-V def2-TZVPD def2/J DEFGRID3
* xyz 0 1
C -4.79 -0.61 -1.05
C -3.26 -0.52 -1.26
C -2.44 0.00 0.02
C -0.92 0.22 -0.27
C -0.10 0.91 0.88
C 1.43 0.82 0.83
C 1.94 1.38 -0.47
O 3.38 1.53 -0.40
C 4.00 0.19 -0.29
C 3.47 -0.62 0.94
N 1.98 -0.61 0.86
N 1.38 -1.57 1.65
O 1.47 -2.71 1.53
H -5.11 -0.97 -0.04
H -5.16 0.30 -1.20
H -5.21 -1.30 -1.74
H -3.01 -1.65 -1.39
H -2.98 0.16 -2.08
H -2.70 0.94 0.36
H -2.50 -0.69 0.84
H -0.93 0.82 -1.19
H -0.42 -0.77 -0.29
H -0.55 0.48 1.75
H -0.52 1.87 0.98
H 1.80 1.29 1.75
H 1.55 2.39 -0.67
H 1.67 0.74 -1.29
H 5.06 0.29 -0.23
H 3.78 -0.38 -1.21
H 3.84 -0.24 1.93
H 3.84 -1.69 0.75
*
```

Its SMILES is CCCCC[C@@H]1COCCN1N=O. The calculation puts the orbital gap at 9.047 eV. For the HOMO energy, the calculation gives -8.25 eV. For the LUMO energy, the calculation gives 0.0292 Ha. The total energy comes out at -613.5453 Eh.

Entry 3:
This record from the Open Molecules 2025 dataset describes 2 unconnected molecules or ions with the total composition BrH2NOS. The level of theory is ωB97M-V with the def2-TZVPD basis set.

The geometry in ORCA input format:
```
! RIJCOSX wB97M-V def2-TZVPD def2/J DEFGRID3
* xyz 0 1
N 1.90 1.35 -0.73
O -1.66 0.16 0.06
S 1.70 0.38 0.29
Br 2.45 -1.79 -0.01
H -1.96 -0.29 0.81
H -2.43 0.19 -0.43
*
```

The calculation puts the orbital gap at 8.776 eV. For the HOMO energy, the calculation gives -9.97 eV. For the LUMO energy, the calculation gives -0.0440 Ha. The total energy comes out at -3103.3373 Eh.

Entry 4:
This record from the Open Molecules 2025 dataset describes a single C3H5NO2 molecule. The level of theory is ωB97M-V with the def2-TZVPD basis set.

The geometry in ORCA input format:
```
! RIJCOSX wB97M-V def2-TZVPD def2/J DEFGRID3
* xyz 0 1
H 0.75 -1.92 -1.56
N 0.34 -1.43 -0.76
C -0.54 -0.62 -1.15
O -1.18 0.24 -0.31
C -0.56 0.48 0.95
C 0.91 0.80 0.73
O 1.82 0.19 1.23
H -0.89 -0.44 -2.17
H -0.66 -0.34 1.66
H -1.08 1.37 1.33
H 1.09 1.66 0.05
*
```

Its SMILES is [H]/N=C/OCC=O. The calculation puts the orbital gap at 10.717 eV. For the HOMO energy, the calculation gives -9.88 eV. For the LUMO energy, the calculation gives 0.0309 Ha. The total energy comes out at -322.5055 Eh.

Entry 5:
This record from the Open Molecules 2025 dataset describes a single C24H26N2O4 molecule. The level of theory is ωB97M-V with the def2-TZVPD basis set.

The geometry in ORCA input format:
```
! RIJCOSX wB97M-V def2-TZVPD def2/J DEFGRID3
* xyz 0 1
C 2.73 1.88 4.21
C 2.09 1.97 5.59
C 0.59 2.25 5.54
C -0.25 1.09 5.02
O -0.07 0.85 3.62
C -0.73 1.66 2.78
O -1.48 2.53 3.15
C -0.44 1.39 1.36
C 0.49 0.49 0.98
C 0.97 0.25 -0.36
C 1.10 1.15 -1.39
N 1.59 0.55 -2.50
C 1.85 1.18 -3.76
C 1.77 -0.78 -2.23
C 2.21 -1.81 -3.05
C 2.27 -3.08 -2.50
C 1.90 -3.32 -1.18
C 1.47 -2.30 -0.36
C 1.41 -1.01 -0.88
N -1.19 2.20 0.50
C -1.86 1.88 -0.65
O -2.41 2.74 -1.30
C -1.84 0.44 -1.05
C -2.12 -0.58 -0.14
C -2.06 -1.89 -0.54
C -1.71 -2.23 -1.85
O -1.62 -3.55 -2.12
C -1.21 -3.95 -3.41
C -1.49 -1.21 -2.78
C -1.58 0.11 -2.37
H 3.81 1.75 4.30
H 2.55 2.79 3.64
H 2.33 1.04 3.65
H 2.57 2.78 6.15
H 2.27 1.05 6.14
H 0.23 2.47 6.55
H 0.39 3.13 4.92
H 0.04 0.15 5.50
H -1.31 1.29 5.20
H 0.91 -0.14 1.75
H 0.89 2.21 -1.39
H 1.24 0.72 -4.54
H 2.90 1.09 -4.03
H 1.60 2.24 -3.69
H 2.49 -1.64 -4.08
H 2.60 -3.91 -3.12
H 1.95 -4.33 -0.79
H 1.18 -2.49 0.66
H -1.45 3.10 0.90
H -2.40 -0.34 0.87
H -2.27 -2.70 0.15
H -1.17 -5.04 -3.38
H -1.92 -3.64 -4.18
H -0.21 -3.56 -3.64
H -1.26 -1.43 -3.80
H -1.42 0.91 -3.09
*
```

Its SMILES is CCCCOC(=O)/C(=C/c1cn(C)c2ccccc12)NC(=O)c1ccc(OC)cc1. The calculation puts the orbital gap at 7.821 eV. For the HOMO energy, the calculation gives -7.58 eV. For the LUMO energy, the calculation gives 0.0087 Ha. The total energy comes out at -1340.6453 Eh.

Entry 6:
This record from the Open Molecules 2025 dataset describes a molecular structure, C21H21N10O2RhS. The level of theory is ωB97M-V with the def2-TZVPD basis set.

The geometry in ORCA input format:
```
! RIJCOSX wB97M-V def2-TZVPD def2/J DEFGRID3
* xyz 0 1
Rh -0.18 0.69 -2.33
N -1.24 4.56 -1.47
C -1.09 3.24 -1.58
O -0.11 2.77 -2.19
C -2.09 2.31 -0.95
C -2.09 0.98 -1.71
H -0.54 5.16 -1.88
H -2.02 4.96 -0.99
H -3.07 2.79 -0.87
H -1.72 2.15 0.07
H -2.76 1.03 -2.57
H -2.42 0.17 -1.07
O -0.35 -1.30 -2.46
N -0.18 -1.77 -3.72
C 0.21 -3.05 -3.82
C 0.33 -3.65 -5.03
C 0.04 -2.90 -6.18
C -0.33 -1.59 -6.05
C -0.43 -0.98 -4.79
S -0.82 0.67 -4.56
H 0.43 -3.52 -2.87
H 0.66 -4.68 -5.09
H 0.12 -3.35 -7.16
H -0.54 -0.97 -6.92
C -0.48 -1.53 0.51
C 0.40 -0.34 0.57
N 0.51 0.60 -0.35
C 1.49 1.48 0.08
C 1.96 1.06 1.27
N 1.26 -0.08 1.58
C 1.56 -0.95 2.70
N 1.35 -0.27 3.95
N 2.40 0.30 4.59
N 1.98 0.96 5.60
C 0.61 0.86 5.65
C -0.32 1.39 6.55
C -1.65 1.12 6.32
C -2.06 0.32 5.23
C -1.16 -0.21 4.34
C 0.19 0.07 4.57
H -1.14 -1.46 -0.35
H -1.09 -1.62 1.42
H 0.13 -2.43 0.41
H 1.79 2.32 -0.53
H 2.72 1.45 1.93
H 2.60 -1.26 2.65
H 0.93 -1.83 2.64
H 0.01 2.00 7.38
H -2.40 1.51 6.99
H -3.11 0.13 5.09
H -1.48 -0.82 3.51
N 1.98 0.36 -2.87
C 2.49 -0.62 -2.50
N 3.08 -1.71 -2.12
C 2.89 -2.07 -0.86
N 2.74 -2.45 0.23
*
```

The calculation puts the orbital gap at 8.093 eV. For the HOMO energy, the calculation gives -7.79 eV. For the LUMO energy, the calculation gives 0.0113 Ha. The total energy comes out at -2019.6282 Eh.